(1)
The following is a quantum chemistry calculation of 3 unconnected molecules or ions with the total composition C5H14N2S at a distorted geometry, from the OMol25 dataset.

Positions of all 22 atoms, in Å:
1 C 0.056 -1.734 -1.444
2 C 0.031 -3.075 -1.345
3 N 1.204 -3.848 -1.191
4 N -1.097 -0.910 -1.567
5 H 0.979 -1.192 -1.680
6 H -0.880 -3.667 -1.398
7 H 1.275 -4.230 -0.247
8 H 2.062 -3.382 -1.466
9 H -1.933 -1.429 -1.847
10 H 0.296 -1.499 0.427
11 H -1.249 -0.471 -0.663
12 C -0.841 3.196 0.500
13 C 0.143 2.685 1.530
14 C 0.657 1.242 1.407
15 S -0.673 0.009 1.607
16 H -0.561 3.031 -0.546
17 H -1.079 4.252 0.648
18 H -1.772 2.627 0.634
19 H 1.035 3.342 1.485
20 H -0.247 2.822 2.550
21 H 1.435 1.110 2.167
22 H 1.156 1.121 0.438

Cartesian forces (eV/Å) of the 2 atoms listed first:
-0.6674 0.7402 -0.2215
1.1819 -0.2362 0.4748

Multiplicity: 1
HOMO-LUMO gap (eV): 7.536

(2)
The following is a quantum chemistry calculation of a molecular structure, C2H6NO at a distorted geometry, from the OMol25 dataset.

Positions of all 10 atoms, in Å:
1 C -0.564 -0.370 -0.168
2 O -0.323 -1.713 -0.832
3 C 0.450 0.467 0.748
4 N 0.530 1.907 0.362
5 H -1.069 0.524 -0.598
6 H 0.029 -0.885 -1.269
7 H -0.091 0.886 1.611
8 H 1.353 -0.169 0.855
9 H -1.312 -0.809 0.485
10 H 1.187 1.902 -0.438

Cartesian forces (eV/Å) of the 2 atoms listed first:
-3.1610 0.7492 5.7883
1.4145 2.4790 -1.3686

Multiplicity: 1
Charge: -1
HOMO-LUMO gap (eV): 5.916

(3)
The following is a quantum chemistry calculation of 2 unconnected molecules or ions with the total composition C3H10NOS at a distorted geometry, from the OMol25 dataset.

Positions of all 16 atoms, in Å:
1 C 1.115 2.186 0.098
2 C -1.415 -1.292 0.743
3 C 0.053 -0.874 0.710
4 N 1.518 1.669 -0.977
5 O -1.966 -0.629 -0.362
6 S 0.923 -1.069 -0.947
7 H 0.294 0.199 0.741
8 H 1.820 2.365 0.935
9 H -0.066 2.282 0.216
10 H -1.675 -2.434 0.606
11 H -1.820 -0.894 1.591
12 H 0.504 -1.501 1.558
13 H 2.526 1.547 -1.038
14 H 0.888 1.411 -1.754
15 H -2.719 -1.150 -0.528
16 H 0.022 -1.816 -1.593

Cartesian forces (eV/Å) of the 2 atoms listed first:
-3.2964 0.0679 1.5296
1.4501 -1.3177 -3.1672

Multiplicity: 1
Charge: +1
HOMO-LUMO gap (eV): 7.910

(4)
The following is a quantum chemistry calculation of 2 unconnected molecules or ions with the total composition CH5N2 at a distorted geometry, from the OMol25 dataset.

Positions of all 8 atoms, in Å:
1 C 0.731 -0.110 0.352
2 N 0.803 -0.609 -0.786
3 N -1.399 0.743 0.081
4 H 1.609 0.177 0.990
5 H 1.691 -1.083 -1.139
6 H -0.084 -0.747 -1.344
7 H -1.562 1.643 0.411
8 H -1.981 0.251 0.754

Cartesian forces (eV/Å) of the 2 atoms listed first:
-1.0089 2.3687 0.6845
0.2667 -2.0199 -1.6098

Multiplicity: 1
Charge: +1
HOMO-LUMO gap (spin up / spin down) (eV): 9.780 / 9.860

(5)
The following is a quantum chemistry calculation of a molecular structure, C23H48BBr3O7PdSb at a distorted geometry, from the OMol25 dataset.

Positions of all 84 atoms, in Å:
1 C 8.541 -3.035 0.301
2 C 7.533 -2.028 -0.286
3 C 7.531 -0.716 0.509
4 C 6.673 0.345 -0.248
5 C 5.575 0.861 0.716
6 C 4.627 1.860 -0.012
7 C 3.163 1.309 -0.026
8 C 2.833 0.759 -1.425
9 C 1.310 0.761 -1.642
10 C 0.573 -0.407 -0.916
11 C -0.813 -0.525 -1.555
12 C -1.927 -1.140 -0.744
13 Sb -3.495 0.329 0.016
14 C -3.398 -0.408 2.090
15 C -2.189 -0.479 2.995
16 C -0.869 -1.128 2.523
17 C -0.877 -2.633 2.480
18 O 0.101 -3.216 2.200
19 O -2.026 -3.305 2.748
20 C -3.651 0.921 -2.098
21 O -3.477 -0.087 -3.017
22 O -2.837 0.497 -4.112
23 O -1.884 1.591 0.148
24 B -1.357 2.104 1.277
25 O 0.047 2.153 1.407
26 O -2.001 2.665 2.378
27 C -4.868 2.053 0.511
28 Br -6.583 1.967 -0.437
29 C -4.364 3.487 0.325
30 C -3.642 3.908 -0.957
31 C -5.180 -1.081 -0.304
32 Br -6.512 -1.093 1.188
33 C -5.009 -2.576 -0.647
34 C -4.116 -3.480 0.188
35 Br -4.847 -2.962 -2.584
36 H 8.284 -4.062 0.038
37 H 8.606 -2.961 1.385
38 H 9.513 -2.818 -0.139
39 H 6.522 -2.439 -0.314
40 H 7.838 -1.814 -1.312
41 H 7.033 -0.929 1.455
42 H 8.529 -0.312 0.663
43 H 6.148 -0.134 -1.077
44 H 7.266 1.193 -0.586
45 H 6.042 1.335 1.581
46 H 5.049 -0.025 1.071
47 H 5.011 1.957 -1.027
48 H 4.626 2.845 0.451
49 H 2.508 2.133 0.253
50 H 3.022 0.519 0.711
51 H 3.254 1.495 -2.154
52 H 3.226 -0.240 -1.615
53 H 0.997 0.769 -2.693
54 H 0.910 1.679 -1.205
55 H 1.203 -1.284 -1.081
56 H 0.607 -0.134 0.139
57 H -1.040 0.444 -1.996
58 H -0.685 -1.184 -2.427
59 H -2.506 -1.767 -1.433
60 H -1.627 -1.816 0.053
61 H -4.201 0.114 2.614
62 H -3.773 -1.429 2.025
63 H -1.907 0.427 3.529
64 H -2.501 -1.114 3.841
65 H -0.068 -0.842 3.200
66 H -0.611 -0.708 1.551
67 H -1.971 -4.096 2.188
68 H -4.605 1.432 -2.301
69 H -2.864 1.655 -2.291
70 H -2.819 -0.209 -4.779
71 H 0.315 3.062 1.206
72 H -2.888 2.281 2.431
73 H -5.136 1.908 1.556
74 H -5.255 4.115 0.348
75 H -3.794 3.890 1.163
76 H -3.653 4.998 -0.982
77 H -4.169 3.610 -1.864
78 H -2.597 3.615 -1.026
79 H -5.760 -0.677 -1.132
80 H -5.991 -3.003 -0.485
81 H -4.394 -4.499 -0.090
82 H -3.046 -3.428 -0.006
83 H -4.376 -3.423 1.244
84 Pd 3.141 2.601 -3.674

Cartesian forces (eV/Å) of the 2 atoms listed first:
-0.3451 0.0955 -0.5209
0.9716 0.0093 0.4420

Multiplicity: 1
Charge: +1
HOMO-LUMO gap (eV): 2.055

(6)
The following is a quantum chemistry calculation of 2 unconnected molecules or ions with the total composition C11H12NO2 at a distorted geometry, from the OMol25 dataset.

Positions of all 26 atoms, in Å:
1 C 0.575 3.320 2.081
2 C 0.792 4.280 0.851
3 O 1.928 4.314 0.339
4 O -0.220 4.957 0.542
5 H 0.667 3.961 2.955
6 H 1.371 2.577 2.028
7 H -0.426 2.912 2.036
8 C -0.756 -4.701 -0.567
9 C -0.008 -1.100 -0.960
10 C -0.634 -2.188 -0.328
11 C -0.170 -3.396 -0.981
12 C 0.519 -2.962 -2.095
13 C -0.425 0.362 0.793
14 C 0.105 0.220 -0.479
15 C -1.215 -0.637 1.405
16 C -1.309 -1.883 0.886
17 N 0.567 -1.591 -2.118
18 H -0.254 1.290 1.331
19 H 0.459 1.019 -1.116
20 H -1.663 -0.307 2.332
21 H -1.891 -2.716 1.281
22 H 1.113 -1.003 -2.717
23 H 1.199 -3.452 -2.781
24 H -0.279 -5.444 0.069
25 H -1.050 -5.267 -1.459
26 H -1.701 -4.628 -0.010

Cartesian forces (eV/Å) of the 2 atoms listed first:
0.6512 0.8067 -0.9117
-0.7011 0.3282 0.1354

Multiplicity: 1
Charge: -1
HOMO-LUMO gap (eV): 6.617

(7)
The following is a quantum chemistry calculation of a molecular structure, C19H48NO8S5V at a distorted geometry, from the OMol25 dataset.

Positions of all 82 atoms, in Å:
1 O 0.689 -1.216 -1.311
2 V 0.384 -0.812 0.219
3 O -1.100 -1.413 0.518
4 C -1.670 1.940 -2.921
5 C -1.209 3.030 -1.820
6 C -2.379 4.040 -1.969
7 C -2.309 5.139 -0.903
8 C -2.296 4.526 0.488
9 C -1.275 3.379 0.728
10 N -1.217 2.457 -0.426
11 O -0.248 1.379 -0.178
12 C -1.704 2.721 2.014
13 C 0.051 3.984 1.066
14 C 0.073 3.701 -2.344
15 H -1.161 1.006 -2.684
16 H -1.445 2.205 -3.954
17 H -2.741 1.735 -2.921
18 H -3.282 3.446 -1.831
19 H -2.430 4.537 -2.938
20 H -3.233 5.708 -1.001
21 H -1.528 5.881 -1.061
22 H -3.339 4.219 0.562
23 H -2.155 5.248 1.292
24 H -1.081 1.903 2.377
25 H -2.674 2.227 1.974
26 H -1.766 3.478 2.797
27 H 0.628 4.294 0.194
28 H 0.636 3.209 1.561
29 H -0.042 4.996 1.461
30 H 0.326 4.628 -1.831
31 H -0.009 4.144 -3.336
32 H 0.917 3.014 -2.290
33 C 0.310 -4.809 -1.119
34 S 0.220 -4.320 0.647
35 O 0.850 -2.938 0.707
36 C 1.647 -5.407 1.034
37 H -0.179 -5.778 -1.221
38 H 1.370 -4.831 -1.374
39 H -0.105 -4.073 -1.807
40 H 2.522 -4.918 0.607
41 H 1.688 -6.456 0.738
42 H 1.666 -5.435 2.124
43 C 3.810 -2.799 2.167
44 S 4.038 -1.213 1.282
45 O 2.734 -1.000 0.582
46 C 3.917 -0.231 2.817
47 H 4.333 -2.880 3.120
48 H 4.255 -3.583 1.553
49 H 2.728 -2.811 2.297
50 H 4.899 0.138 3.111
51 H 3.451 -0.607 3.728
52 H 3.296 0.532 2.346
53 C -3.788 -0.163 -0.319
54 S -4.562 0.021 -2.004
55 O -5.456 -1.174 -1.925
56 C -5.844 1.420 -1.843
57 H -2.723 0.067 -0.342
58 H -3.800 -1.180 0.074
59 H -4.120 0.452 0.518
60 H -6.900 1.178 -1.959
61 H -5.745 2.124 -2.669
62 H -5.836 2.125 -1.012
63 C 0.191 -2.599 4.219
64 S -0.066 -0.823 3.853
65 O 0.469 -0.478 2.458
66 C -1.907 -0.800 3.707
67 H -0.579 -2.729 4.979
68 H 1.148 -2.898 4.646
69 H -0.021 -3.040 3.245
70 H -2.139 -1.698 3.134
71 H -2.097 0.048 3.049
72 H -2.275 -0.625 4.718
73 C 3.571 -1.985 -2.551
74 S 4.279 -2.881 -3.971
75 O 4.283 -1.853 -5.107
76 C 5.905 -3.123 -3.309
77 H 4.215 -1.216 -2.125
78 H 3.207 -2.746 -1.861
79 H 2.736 -1.397 -2.932
80 H 6.635 -3.463 -4.043
81 H 5.993 -3.720 -2.401
82 H 6.368 -2.160 -3.096

Cartesian forces (eV/Å) of the 2 atoms listed first:
1.2611 0.1521 -1.3970
-2.1068 0.3588 -1.0361

Multiplicity: 2
Charge: -1
HOMO-LUMO gap (spin up / spin down) (eV): 3.969 / 4.432
<S²>: 0.76

(8)
The following is a quantum chemistry calculation of 2 unconnected molecules or ions with the total composition C2H5OS, from the OMol25 dataset.

Positions of all 9 atoms, in Å:
1 S 2.556 -0.523 -0.604
2 H 3.162 -1.395 0.216
3 C -1.194 -0.478 0.321
4 C -1.010 0.740 -0.163
5 O 0.053 1.548 0.082
6 H -2.142 -0.933 0.070
7 H -0.498 -1.104 0.849
8 H -1.776 1.151 -0.814
9 H 0.850 0.995 0.042

Cartesian forces (eV/Å) of the 2 atoms listed first:
0.0887 -0.0613 -0.1927
-0.0432 0.0214 0.0922

Multiplicity: 2
HOMO-LUMO gap (spin up / spin down) (eV): 9.857 / 6.163
<S²>: 0.75

(9)
The following is a quantum chemistry calculation of C5H7NO3 in the gas phase at a distorted geometry, from the OMol25 dataset.

Positions of all 16 atoms, in Å:
1 C -0.157 0.188 -2.387
2 C -0.807 0.334 1.261
3 C -0.109 0.661 -1.041
4 C 0.444 -0.325 2.056
5 C 1.788 -0.114 2.002
6 N -0.749 0.016 -0.102
7 O -0.712 -1.055 -2.566
8 O 0.328 0.738 -3.403
9 O 1.336 -1.119 1.223
10 H -1.874 0.029 1.714
11 H -0.845 1.401 1.273
12 H 0.152 1.728 -0.740
13 H 0.133 -0.908 2.905
14 H 2.532 0.650 1.721
15 H -0.489 -1.316 -3.439
16 H -0.974 -0.909 -0.478

Cartesian forces (eV/Å) of the 2 atoms listed first:
1.6116 0.8520 -2.5974
-0.9133 -1.0327 1.6182

Multiplicity: 1
HOMO-LUMO gap (spin up / spin down) (eV): 8.270 / 7.437

(10)
The following is a quantum chemistry calculation of a molecular structure, C35H40AsGe2NNi, from the OMol25 dataset.

Positions of all 80 atoms, in Å:
1 Ni 0.396 -0.259 0.854
2 C 0.200 -0.456 5.121
3 C 1.556 -0.410 5.420
4 C 2.482 -0.365 4.396
5 C 2.046 -0.364 3.075
6 N 0.726 -0.417 2.803
7 C -0.170 -0.455 3.795
8 C 2.934 -0.294 1.886
9 C 4.322 -0.263 2.000
10 C 5.104 -0.185 0.858
11 C 4.500 -0.137 -0.393
12 C 3.114 -0.163 -0.503
13 C 2.310 -0.245 0.630
14 H -0.552 -0.487 5.896
15 H 1.889 -0.406 6.449
16 H 3.537 -0.324 4.622
17 H -1.211 -0.477 3.498
18 H 4.811 -0.302 2.964
19 H 6.182 -0.161 0.944
20 H 5.115 -0.075 -1.281
21 H 2.671 -0.107 -1.493
22 C -1.659 -3.446 0.005
23 As -0.127 -2.308 -0.293
24 C 1.327 -3.576 -0.310
25 C -0.308 -1.740 -2.165
26 C -0.429 -2.881 -3.129
27 C 0.705 -3.491 -3.659
28 C 0.588 -4.572 -4.520
29 C -0.666 -5.056 -4.864
30 C -1.802 -4.450 -4.350
31 C -1.683 -3.367 -3.491
32 H -1.751 -4.136 -0.833
33 H -2.569 -2.857 0.099
34 H -1.500 -4.007 0.924
35 H 1.118 -4.356 -1.040
36 H 1.418 -4.012 0.684
37 H 2.249 -3.057 -0.559
38 H 0.549 -1.101 -2.385
39 H -1.190 -1.098 -2.190
40 H 1.689 -3.111 -3.404
41 H 1.478 -5.032 -4.929
42 H -0.758 -5.897 -5.539
43 H -2.785 -4.812 -4.623
44 H -2.576 -2.887 -3.104
45 C -4.159 3.103 -0.053
46 Ge -3.256 1.436 0.397
47 C -3.862 0.010 -0.793
48 C -3.634 0.877 2.229
49 Ge -0.862 1.762 0.215
50 C -0.096 2.920 1.570
51 C -0.946 3.649 2.405
52 C -0.434 4.483 3.389
53 C 0.937 4.584 3.567
54 C 1.796 3.850 2.759
55 C 1.284 3.024 1.770
56 C -0.220 2.105 -1.581
57 C 1.114 2.417 -1.855
58 C 1.536 2.636 -3.157
59 C 0.634 2.540 -4.208
60 C -0.694 2.230 -3.955
61 C -1.113 2.007 -2.651
62 H -5.236 2.940 0.022
63 H -3.926 3.409 -1.073
64 H -3.886 3.916 0.618
65 H -4.915 -0.198 -0.598
66 H -3.304 -0.909 -0.612
67 H -3.763 0.274 -1.844
68 H -4.710 0.825 2.396
69 H -3.205 1.558 2.963
70 H -3.222 -0.121 2.394
71 H -2.022 3.583 2.287
72 H -1.108 5.053 4.015
73 H 1.338 5.234 4.333
74 H 2.867 3.921 2.899
75 H 1.973 2.449 1.163
76 H 1.835 2.499 -1.051
77 H 2.571 2.886 -3.353
78 H 0.965 2.716 -5.224
79 H -1.403 2.164 -4.770
80 H -2.155 1.770 -2.475

Cartesian forces (eV/Å) of the 2 atoms listed first:
-0.1805 -0.3072 -0.0580
0.0030 0.0100 0.0226

Multiplicity: 4
Charge: +1
HOMO-LUMO gap (spin up / spin down) (eV): 7.610 / 6.727
<S²>: 3.76

(11)
The following is a quantum chemistry calculation of a molecular structure, C15H18CuFN2S4Si, from the OMol25 dataset.

Positions of all 42 atoms, in Å:
1 Cu -0.093 -1.481 -1.573
2 S 2.421 -5.596 -1.530
3 C 1.483 -4.194 -1.372
4 S 1.149 -3.074 -2.574
5 S 0.987 -4.165 0.245
6 C 2.329 -0.523 0.727
7 Si 1.843 0.686 -0.625
8 C 2.260 2.417 0.022
9 C 2.987 0.418 -2.090
10 N 0.218 0.454 -1.104
11 C -0.834 1.305 -1.176
12 C -1.069 2.401 -0.309
13 C -2.201 3.206 -0.390
14 C -3.181 2.961 -1.337
15 C -2.993 1.893 -2.215
16 C -1.865 1.119 -2.127
17 F -1.714 0.113 -3.027
18 H 3.397 -0.451 0.953
19 H 2.121 -1.554 0.436
20 H 1.778 -0.324 1.651
21 H 3.349 2.514 0.069
22 H 1.873 2.611 1.025
23 H 1.885 3.199 -0.642
24 H 4.037 0.429 -1.782
25 H 2.841 1.203 -2.837
26 H 2.786 -0.544 -2.564
27 H -0.321 2.621 0.441
28 H -2.312 4.028 0.307
29 H -4.070 3.573 -1.398
30 H -3.724 1.652 -2.977
31 S -2.181 -2.210 -0.479
32 C -1.704 -1.801 1.077
33 N -1.374 -0.515 1.385
34 C -0.963 -0.089 2.598
35 C -0.854 -0.957 3.635
36 C -1.173 -2.312 3.390
37 C -1.586 -2.722 2.157
38 H -1.396 0.153 0.613
39 H -0.733 0.966 2.665
40 H -0.518 -0.615 4.602
41 H -1.075 -3.038 4.188
42 H -1.811 -3.757 1.941

Cartesian forces (eV/Å) of the 2 atoms listed first:
0.1137 0.0296 0.0202
-0.0258 0.0572 0.0017

Multiplicity: 2
Charge: -1
HOMO-LUMO gap (spin up / spin down) (eV): 6.877 / 5.970
<S²>: 0.76

(12)
The following is a quantum chemistry calculation of C25H29N3O4 in the gas phase, from the OMol25 dataset.

Positions of all 61 atoms, in Å:
1 C -0.474 2.728 5.319
2 C 0.733 2.501 4.414
3 O 0.579 3.094 3.140
4 C -0.245 2.517 2.221
5 C -0.442 3.249 1.047
6 C -1.221 2.752 0.026
7 C -1.829 1.504 0.145
8 C -1.654 0.783 1.321
9 C -0.865 1.279 2.345
10 H -0.743 0.678 3.232
11 H -2.132 -0.176 1.438
12 N -2.606 1.028 -0.920
13 C -2.875 -0.271 -1.220
14 O -2.511 -1.210 -0.539
15 C -3.668 -0.449 -2.503
16 C -2.718 -0.685 -3.688
17 C -2.033 -2.048 -3.576
18 H -1.672 -2.183 -2.555
19 H -2.774 -2.830 -3.757
20 C -0.872 -2.254 -4.550
21 H -1.220 -2.147 -5.579
22 C 0.296 -1.281 -4.341
23 N 0.656 -1.168 -2.946
24 C 0.341 -0.105 -2.161
25 O -0.166 0.929 -2.530
26 C 0.766 -0.481 -0.755
27 N 1.329 -1.789 -0.941
28 C 1.278 -2.205 -2.221
29 O 1.688 -3.235 -2.693
30 C 1.886 -2.504 0.174
31 C 2.409 -1.571 1.237
32 C 2.928 -2.123 2.403
33 C 3.407 -1.318 3.418
34 C 3.366 0.060 3.280
35 C 2.846 0.618 2.128
36 C 2.365 -0.185 1.100
37 C 1.817 0.446 -0.150
38 H 1.378 1.420 0.065
39 H 2.628 0.588 -0.873
40 H 2.804 1.691 2.017
41 H 3.737 0.697 4.069
42 H 3.810 -1.763 4.315
43 H 2.955 -3.198 2.507
44 H 2.687 -3.149 -0.203
45 H 1.119 -3.154 0.620
46 H -0.116 -0.522 -0.101
47 H 1.168 -1.639 -4.894
48 H 0.042 -0.275 -4.679
49 H -0.496 -3.270 -4.420
50 H -3.288 -0.635 -4.619
51 H -1.976 0.114 -3.703
52 H -4.285 0.432 -2.689
53 H -4.317 -1.318 -2.383
54 H -2.768 1.708 -1.650
55 H -1.348 3.323 -0.881
56 H 0.037 4.212 0.958
57 H 0.957 1.431 4.318
58 H 1.611 2.998 4.837
59 H -1.366 2.270 4.898
60 H -0.284 2.298 6.298
61 H -0.657 3.794 5.430

Cartesian forces (eV/Å) of the 2 atoms listed first:
0.2302 0.0055 -0.3519
-0.0888 -0.1556 0.4446

Structure (SMILES): CCOc1ccc(NC(=O)CCCCCN2C(=O)[C@@H]3Cc4ccccc4CN3C2=O)cc1
Multiplicity: 1
HOMO-LUMO gap (eV): 8.752